1.
Molecular formula: C3H13N2O
Method: DFT, ωB97M-V with the def2-TZVPD basis set

Each line ends with the Mulliken charge.
Element x y z (Å)
C: 0.56 2.02 0.40  -0.6229
C: -0.35 1.19 -0.62  -0.4852
C: -0.86 -0.12 0.04  -0.7147
N: 0.31 -0.91 0.55  -0.2786
N: 1.75 1.31 0.95  -0.5713
H: 0.05 2.58 1.22  0.3954
H: 1.02 2.80 -0.28  0.3308
H: 0.26 0.80 -1.46  0.3017
H: -1.22 1.78 -1.10  0.3465
H: -1.44 0.32 0.94  0.3081
H: -1.42 -0.76 -0.61  0.4513
H: 0.99 -1.25 -0.16  0.3380
H: 0.07 -1.79 1.04  0.3480
H: 1.86 1.70 1.87  0.2200
H: 0.84 -0.22 1.16  0.4001
H: 2.51 1.44 0.30  0.2440
H: -1.51 -2.65 -2.13  0.3096
H: -1.85 -3.54 -0.90  0.2993
O: -1.34 -2.77 -1.18  -0.6200

Properties
LUMO level: -2.90 eV
Net charge: +1
Frontier orbital gap: 10.91 eV
Energy above the lowest of the compared OMol25 structures with the same formula, charge and spin: 24.5 kcal/mol
HOMO energy: -13.813 eV

---

2.
Molecular formula: C22H18N6ReSb
Method: DFT, ωB97M-V with the def2-TZVPD basis set

Each line ends with the Mulliken charge.
Element x y z (Å)
Re: -0.03 -0.04 -0.13  0.3959
C: 1.45 1.74 -2.48  -1.4589
C: 0.33 2.48 -1.82  1.3762
C: -0.04 3.76 -2.21  -0.9383
C: -1.08 4.40 -1.57  -0.4219
C: -1.75 3.75 -0.53  -0.6504
C: -1.36 2.49 -0.16  0.2097
N: -0.34 1.88 -0.82  0.0713
Sb: -2.40 1.57 1.53  1.0182
C: -2.78 -0.33 0.54  0.0704
C: -4.07 -0.78 0.62  -0.5830
C: -4.43 -1.96 -0.03  -0.5393
C: -3.48 -2.62 -0.78  -0.7904
C: -2.17 -2.13 -0.87  1.4651
C: -1.18 -2.85 -1.72  -1.5946
N: -1.84 -1.01 -0.18  -0.0916
C: -0.55 0.98 2.48  0.1328
C: -0.41 1.25 3.82  -0.6203
C: 0.83 1.04 4.44  -0.4496
C: 1.89 0.61 3.67  -0.8119
C: 1.73 0.34 2.32  1.3410
C: 2.91 -0.07 1.49  -1.5469
N: 0.50 0.48 1.75  -0.1517
H: 1.96 2.38 -3.20  0.4368
H: 1.08 0.87 -3.03  0.3322
H: 2.20 1.42 -1.76  0.2655
H: 0.49 4.25 -3.02  0.4850
H: -1.38 5.40 -1.87  0.4615
H: -2.56 4.25 -0.01  0.4473
H: -4.81 -0.23 1.19  0.4455
H: -5.44 -2.35 0.04  0.4660
H: -3.73 -3.52 -1.32  0.4679
H: -1.70 -3.51 -2.41  0.4693
H: -0.52 -3.47 -1.11  0.2815
H: -0.58 -2.17 -2.33  0.3260
H: -1.24 1.65 4.39  0.4454
H: 0.96 1.23 5.49  0.4695
H: 2.88 0.49 4.11  0.4997
H: 3.82 0.35 1.93  0.5241
H: 2.86 0.30 0.47  0.1649
H: 3.03 -1.15 1.49  0.2577
N: 1.15 -1.49 -0.48  -0.3857
C: 2.00 -2.22 -0.85  0.9675
C: 3.00 -3.05 -1.23  0.3724
C: 3.01 -3.58 -2.54  -0.1789
N: 3.01 -3.98 -3.62  -0.1880
C: 4.01 -3.34 -0.27  -0.0631
N: 4.79 -3.48 0.56  -0.2018

Properties
LUMO level (spin up / spin down): -11.27 / -12.53 eV
Multiplicity: 2
Net charge: +3
Frontier orbital gap (spin up / spin down): 7.31 / 5.77 eV
Energy above the lowest of the compared OMol25 structures with the same formula, charge and spin: 9.2 kcal/mol
Expectation value of S²: 1.03
HOMO energy (spin up / spin down): -18.579 / -18.304 eV

---

3.
Molecular formula: C2H8
Method: DFT, ωB97M-V with the def2-TZVPD basis set

Each line ends with the Mulliken charge.
Element x y z (Å)
C: 1.51 -2.10 -0.38  -0.9001
H: 1.74 -3.16 -0.56  0.2531
H: 0.45 -1.91 -0.57  0.2055
H: 2.12 -1.47 -1.04  0.2227
H: 1.74 -1.85 0.67  0.2172
C: -1.51 2.09 0.38  -0.7641
H: -1.10 1.09 0.19  0.1089
H: -2.58 2.11 0.10  0.2226
H: -0.96 2.84 -0.22  0.2171
H: -1.41 2.34 1.44  0.2171

Properties
LUMO level: 1.04 eV
Structure (SMILES): C.C
Frontier orbital gap: 14.35 eV
Energy above the lowest of the compared OMol25 structures with the same formula, charge and spin: 0.2 kcal/mol
HOMO energy: -13.314 eV

---

4.
Molecular formula: C4H9NO
Method: DFT, ωB97M-V with the def2-TZVPD basis set

Each line ends with the Mulliken charge.
Element x y z (Å)
C: -0.85 0.44 -1.13  -1.1381
C: 0.08 0.26 -0.02  1.1067
C: 1.06 -0.85 -0.22  -0.8089
C: -0.34 0.55 1.38  -0.7350
H: -1.48 1.38 -1.02  0.3617
H: -0.22 0.41 -2.16  0.2548
H: -1.53 -0.47 -1.10  0.2557
H: 1.53 -1.03 0.76  0.3429
H: 1.73 -0.62 -1.00  0.3492
H: -0.09 -2.45 0.28  0.3206
H: -0.02 -0.06 2.20  0.2750
H: -1.30 0.94 1.45  0.3366
H: 0.41 2.21 0.37  0.2796
N: 0.72 1.35 0.76  -0.6550
O: 0.30 -2.05 -0.55  -0.5459

Properties
LUMO level: 0.84 eV
Structure (SMILES): C[C@]1(CO)CN1
Frontier orbital gap: 10.44 eV
Energy above the lowest of the compared OMol25 structures with the same formula, charge and spin: 59.9 kcal/mol
HOMO energy: -9.592 eV

---

5.
Molecular formula: C37H93BN7O9P
Method: DFT, ωB97M-V with the def2-TZVPD basis set

Each line ends with the Mulliken charge.
Element x y z (Å)
C: -3.96 -5.49 6.74  -1.5059
C: -2.86 -5.34 5.74  0.7287
C: -1.69 -6.14 5.82  -0.6979
C: -0.66 -6.01 4.88  -0.5622
C: -0.73 -5.08 3.82  0.5735
C: 0.35 -4.89 2.81  -1.2352
P: -0.13 -3.54 1.57  0.7493
C: -0.83 -2.12 0.45  -1.0598
B: -1.92 -1.35 1.26  0.1553
O: -3.25 -1.77 1.28  0.4248
O: -1.63 -0.22 2.00  -0.7048
C: -1.90 -4.32 3.75  0.4771
C: -2.93 -4.44 4.67  -0.6415
H: -3.57 -5.58 7.75  0.3816
H: -4.55 -6.38 6.53  0.3022
H: -4.63 -4.63 6.71  0.3554
H: -1.59 -6.85 6.62  0.3792
H: 0.22 -6.64 4.97  0.4265
H: 1.26 -4.52 3.29  0.2673
H: 0.58 -5.84 2.32  0.5214
H: 1.13 -3.51 0.95  -0.1854
H: -0.27 -2.66 2.69  -0.0667
H: -1.14 -4.39 1.03  -0.0632
H: -0.03 -1.46 0.15  0.2795
H: -1.29 -2.58 -0.42  0.4122
H: -3.59 -1.93 2.17  0.2414
H: -0.79 -0.28 2.48  0.2865
H: -2.04 -3.60 2.96  -0.1049
H: -3.79 -3.81 4.53  0.1207
C: 6.45 -1.81 0.49  -1.5802
C: 5.41 -2.24 -0.54  0.9299
C: 3.97 -1.97 -0.12  -0.8903
O: 3.45 -2.87 0.85  -0.2930
C: 3.81 -2.60 2.19  -0.6581
N: 5.64 -3.64 -0.90  -0.7664
H: 6.51 -2.52 1.32  0.2127
H: 7.43 -1.76 0.03  0.4562
H: 6.21 -0.83 0.90  0.2108
H: 5.59 -1.64 -1.45  0.1734
H: 3.33 -2.09 -0.99  0.3297
H: 3.85 -0.94 0.24  0.4824
H: 3.91 -1.52 2.37  0.3209
H: 4.75 -3.09 2.45  0.2540
H: 3.03 -2.99 2.83  0.1505
H: 5.04 -3.90 -1.67  0.2981
H: 5.32 -4.22 -0.12  0.3269
C: -4.67 1.20 -2.45  -1.9082
C: -4.36 0.96 -0.97  0.8383
C: -5.57 1.15 -0.04  -0.0266
O: -5.93 2.49 0.21  -0.5059
C: -6.71 3.12 -0.79  -0.7145
N: -3.22 1.79 -0.60  -0.3686
H: -4.73 2.26 -2.68  0.0629
H: -3.88 0.77 -3.06  0.4826
H: -5.61 0.72 -2.74  0.4522
H: -4.06 -0.09 -0.85  0.1070
H: -5.30 0.74 0.94  -0.1267
H: -6.44 0.59 -0.42  0.4841
H: -7.40 2.40 -1.25  0.3011
H: -6.10 3.58 -1.57  0.2309
H: -7.29 3.90 -0.30  0.3156
H: -2.94 1.56 0.35  0.2799
H: -3.53 2.76 -0.54  0.2397
C: 5.16 1.76 -6.00  -1.4105
C: 6.06 0.55 -5.75  0.2706
C: 5.85 -0.12 -4.39  -0.6182
O: 6.41 0.58 -3.29  -0.4087
C: 5.63 1.65 -2.79  -0.7151
N: 7.45 0.94 -5.98  -0.7296
H: 5.52 2.64 -5.47  0.2899
H: 5.15 2.00 -7.06  0.3509
H: 4.13 1.56 -5.69  0.3399
H: 5.80 -0.21 -6.50  0.4201
H: 6.36 -1.08 -4.40  0.3545
H: 4.78 -0.31 -4.21  0.3964
H: 4.56 1.43 -2.87  0.3223
H: 5.84 2.59 -3.31  0.2820
H: 5.89 1.78 -1.74  0.2600
H: 8.05 0.12 -5.95  0.2762
H: 7.75 1.51 -5.20  0.3142
C: -5.65 -2.58 0.81  -1.5386
C: -5.86 -2.53 2.31  0.5061
C: -7.26 -2.06 2.73  -0.9586
O: -7.48 -0.67 2.61  -0.3906
C: -7.82 -0.21 1.32  -0.3368
N: -4.81 -1.72 2.93  -0.5910
H: -5.49 -1.58 0.39  0.1984
H: -4.77 -3.17 0.56  0.3648
H: -6.50 -3.02 0.30  0.3750
H: -5.75 -3.55 2.69  0.3538
H: -7.39 -2.29 3.79  0.3902
H: -8.03 -2.62 2.18  0.4280
H: -8.43 -0.94 0.79  0.3810
H: -6.93 0.03 0.72  -0.3922
H: -8.39 0.71 1.45  0.3667
H: -4.88 -1.79 3.94  0.3296
H: -5.02 -0.74 2.73  0.1440
C: -0.56 4.02 -0.06  -1.4043
C: -1.20 5.32 -0.53  0.4223
C: -0.55 6.58 0.04  -0.7502
O: -0.87 6.86 1.39  -0.3795
C: -0.12 6.16 2.35  -0.6257
N: -2.64 5.25 -0.27  -0.5161
H: -0.87 3.76 0.95  0.2274
H: -0.88 3.20 -0.71  0.3165
H: 0.53 4.07 -0.08  0.3904
H: -1.07 5.37 -1.62  0.2491
H: -0.93 7.44 -0.52  0.3565
H: 0.54 6.55 -0.09  0.4124
H: 0.91 6.01 2.02  0.2940
H: -0.56 5.19 2.60  0.2223
H: -0.11 6.77 3.26  0.2588
H: -3.10 6.05 -0.69  0.2796
H: -2.79 5.36 0.73  0.2365
C: 9.39 1.51 4.14  -1.4409
C: 7.87 1.44 4.01  0.3497
C: 7.24 0.22 4.68  -0.7607
O: 7.40 -0.99 3.97  -0.2206
C: 8.63 -1.66 4.14  -0.7946
N: 7.51 1.56 2.59  -0.7105
H: 9.88 0.83 3.44  0.2794
H: 9.74 2.52 3.90  0.3583
H: 9.72 1.27 5.15  0.3530
H: 7.46 2.32 4.53  0.4282
H: 6.16 0.38 4.73  0.3274
H: 7.61 0.10 5.71  0.3961
H: 9.01 -1.53 5.16  0.3745
H: 9.39 -1.31 3.43  0.2674
H: 8.46 -2.72 3.96  0.2442
H: 6.50 1.65 2.51  0.2910
H: 7.74 0.69 2.13  0.2868
C: -5.12 2.55 -7.96  -1.3907
C: -4.12 1.41 -7.76  0.2236
C: -3.64 1.23 -6.32  -0.3313
O: -2.69 2.18 -5.89  -0.4151
C: -3.22 3.43 -5.48  -0.5457
N: -3.02 1.58 -8.71  -0.7244
H: -4.62 3.52 -7.96  0.2883
H: -5.62 2.44 -8.92  0.3533
H: -5.87 2.55 -7.17  0.3350
H: -4.63 0.48 -8.03  0.4196
H: -3.14 0.26 -6.24  0.3209
H: -4.49 1.20 -5.62  0.1961
H: -4.19 3.32 -4.99  0.2277
H: -3.32 4.11 -6.34  0.2591
H: -2.52 3.87 -4.77  0.2116
H: -2.41 0.76 -8.68  0.2743
H: -2.43 2.34 -8.37  0.2981

Properties
LUMO level: 0.32 eV
Structure (SMILES): Cc1ccc(C[PH3]CB(O)O)cc1.COC[C@@H](C)N.COC[C@@H](C)N.COC[C@@H](C)N.COC[C@@H](C)N.COC[C@@H](C)N.COC[C@@H](C)N.COC[C@@H](C)N
Frontier orbital gap: 8.23 eV
HOMO energy: -7.913 eV

---

6.
Molecular formula: C3H11N3
Method: DFT, ωB97M-V with the def2-TZVPD basis set

Each line ends with the Mulliken charge.
Element x y z (Å)
C: 0.22 0.86 0.28  -0.7411
N: 0.14 -0.16 1.29  -0.2623
C: -1.15 -0.75 1.49  -0.6091
N: -1.66 -1.83 0.58  -0.5807
C: 0.75 0.33 -1.09  -0.2866
N: 1.65 1.46 -1.62  -0.6417
H: 0.85 1.71 0.58  0.3891
H: -0.66 1.55 0.28  0.3280
H: 0.97 -0.73 1.30  0.2412
H: -1.84 0.09 1.63  0.3681
H: -1.23 -1.24 2.46  0.3763
H: -1.89 -1.50 -0.35  0.2362
H: -1.03 -2.60 0.48  0.2373
H: 1.32 -0.58 -0.91  0.2918
H: 0.07 0.20 -1.99  0.2350
H: 1.06 2.01 -2.23  0.2185
H: 2.43 1.17 -2.19  0.2002

Properties
LUMO level: 1.02 eV
Structure (SMILES): NCCNCN
Frontier orbital gap: 9.53 eV
Energy above the lowest of the compared OMol25 structures with the same formula, charge and spin: 39.5 kcal/mol
HOMO energy: -8.506 eV

---

Summary of maximum force in eV Å⁻¹
3.215; 1.639; 0.408; 2.924; 4.666; 3.100
(order as listed above)